Molecular formula: CH6N5S
Method: DFT, ωB97M-V with the def2-TZVPD basis set

```
13
Properties=species:S:1:pos:R:3:forces:R:3
S 2.21882 0.86344 0.68307 0.359 -0.599 0.363
N -1.15001 0.19385 -0.19892 -0.674 1.137 2.988
N -1.50521 -0.44609 -1.15136 -0.570 -2.053 -1.036
N -0.68826 1.40160 -0.13076 -0.815 3.254 -6.250
N 2.36072 -1.68074 -0.41522 0.076 0.815 0.913
N -1.36073 -0.22892 1.06106 0.007 -1.141 0.018
C 2.34678 -0.64027 0.17798 0.079 -0.494 -1.358
H -0.26464 1.67454 0.66059 1.912 0.964 3.201
H -0.63860 2.06676 -0.99051 -0.125 -2.163 1.982
H -1.85165 -1.09792 1.13875 -0.059 -0.359 0.004
H 2.98303 -2.44016 -0.65779 -0.174 0.218 0.208
H -1.20998 -0.06048 -2.03071 0.152 0.517 -0.444
H -1.24028 0.39439 1.85381 -0.168 -0.097 -0.589
```
Positions in Å, forces in eV/Å.

Computed properties:
E_tot: -713.28155 Eh
total charge: +1
HOMO level: -13.20 eV
molar mass: 120.16 u
ΔE to the lowest compared entry with this formula, charge and spin: 18.9 kcal/mol
Kohn-Sham gap: 8.72 eV
LUMO: -4.48 eV

Here are the Mulliken charges for atoms 1 to 5, given in e: S -0.304; N 1.460; N -0.634; N -0.694; N -0.318